Here is a cluster of 10 separate species, C30H60O10 in total in a non-equilibrium geometry from OMol25. Energies are from ωB97M-V with the def2-TZVPD basis set.

The geometry in XYZ format:
```
100
C30H60O10 (ωB97M-V with the def2-TZVPD basis set)
O 1.66 -0.33 -1.44
O 6.06 3.85 -0.87
O -1.26 0.59 2.56
O -2.09 -3.95 -3.40
O -3.51 4.38 0.21
O 0.57 -2.28 -5.71
O -2.57 1.18 -2.93
O -1.39 -5.41 0.97
O 2.55 -0.31 6.14
O 1.41 6.40 1.97
C -2.92 -6.63 -0.48
C -0.59 -5.68 -4.22
C -3.12 -4.11 -0.07
C 1.81 -2.21 -5.67
C 4.98 4.14 -0.38
C 0.13 -3.84 -2.52
C -2.46 0.10 4.54
C -0.96 -4.45 -3.42
C 1.33 0.59 0.76
C 0.46 5.60 2.10
C -2.01 -0.83 -4.22
C 4.26 1.36 5.78
C -0.44 -0.82 -0.42
C -2.59 2.18 -0.01
C 4.29 3.18 0.55
C 0.89 -0.11 -0.49
C -3.57 -0.84 -2.19
C -0.56 -1.52 3.58
C 2.55 -2.19 -4.35
C 0.66 4.11 2.07
C -1.41 -0.18 3.50
C 2.61 -1.97 -6.89
C -2.35 -5.37 0.17
C -3.02 3.32 2.31
C -3.10 3.38 0.80
C 1.91 1.34 4.61
C -2.70 -0.03 -3.09
C 4.26 5.41 -0.70
C 2.89 0.69 5.53
C -0.99 6.14 2.24
H -1.18 -0.14 -0.01
H 4.59 2.02 4.97
H 0.27 -1.41 4.27
H -2.73 -1.37 -4.83
H -0.61 -5.42 -5.28
H -2.52 -3.20 0.01
H 4.15 1.87 6.73
H 1.79 2.38 4.91
H -1.43 -0.21 -4.89
H 2.52 -0.95 -7.28
H 0.37 3.59 2.99
H 3.48 -1.62 -4.35
H 4.76 5.76 -1.60
H 2.28 -2.63 -7.70
H -1.27 -2.26 3.96
H -3.27 1.38 0.29
H -2.92 -0.82 4.90
H -3.63 -4.14 -1.04
H -0.89 7.22 2.33
H 0.19 3.71 1.17
H -1.59 5.93 1.36
H -0.73 -1.23 -1.39
H -1.44 -1.62 -3.73
H -2.45 -6.71 -1.47
H -4.15 -1.48 -2.85
H 3.65 -2.13 -6.64
H 0.40 -6.11 -4.04
H -3.90 2.77 2.64
H -2.60 -7.49 0.10
H 1.16 -4.01 -2.84
H 1.24 -0.10 1.59
H -1.59 5.80 3.08
H 1.73 3.93 2.02
H -3.26 0.81 4.32
H -0.32 -1.62 0.31
H 4.20 3.55 1.57
H -1.59 1.85 0.25
H -0.35 -1.82 2.55
H 1.98 -1.74 -3.54
H 3.29 2.99 0.16
H 4.83 2.23 0.64
H -1.92 0.57 5.36
H 2.34 1.41 3.62
H 3.21 5.11 -0.79
H 4.46 6.10 0.12
H 2.40 0.77 0.60
H -2.14 2.76 2.63
H 5.06 0.62 5.89
H 0.01 -2.78 -2.34
H 0.92 0.89 4.53
H -2.65 2.45 -1.06
H 0.12 -4.39 -1.58
H -4.26 -0.17 -1.67
H -3.01 4.32 2.75
H -3.99 -6.52 -0.65
H 2.84 -3.21 -4.11
H -1.34 -6.47 -4.18
H -3.82 -3.98 0.75
H -3.08 -1.41 -1.40
H 0.74 1.49 0.93
```

The orbital gap is 0.3521 hartree. The calculation puts the HOMO energy at -9.33 eV. For the LUMO energy, the calculation gives 0.25 eV. The calculation puts the total energy at -52556.2805 eV. As for the energy relative to the best compared isomer or geometry (same formula, charge and spin): 45.0 kcal/mol. As for the structure (SMILES): CC(C)=O.CC(C)=O.CC(C)=O.CC(C)=O.CC(C)=O.CC(C)=O.CC(C)=O.CC(C)=O.CC(C)=O.CC(C)=O.